[1]
Computed, not measured: a single CH2N4O molecule, with the ωB97M-V functional and the def2-TZVPD basis.

Properties
HOMO: -0.3707 Eh
Electronic energy: -333.4431 Eh
Strongest force on any atom: 2.90 eV/A
Orbital gap: 10.327 eV

Element x y z (Å)
H (-0.856, 0.256, -2.388)
N (-0.204, -0.420, -1.976)
C (-0.092, -0.173, -0.770)
N (-0.636, 0.983, 0.025)
N (-0.335, 0.807, 1.205)
O (0.522, -0.203, 1.384)
N (0.699, -0.778, 0.126)
H (0.568, -1.736, 0.269)



[2]
Computed, not measured: 2 unconnected molecules or ions with the total composition C6H6NO3S, with the ωB97M-V functional and the def2-TZVPD basis.

Properties
HOMO (alpha / beta): -0.1869 / -0.1320 Eh
Net charge: -1
Electronic energy: -910.6755 Eh
Strongest force on any atom: 2.65 eV/A
Orbital gap (alpha / beta): 8.541 / 5.618 eV

Element x y z (Å)
C (-0.059, 2.027, 0.496)
C (1.158, 1.488, 0.349)
C (-0.769, 1.112, -0.594)
C (-1.024, -0.342, -0.144)
C (0.380, -0.880, -0.535)
C (0.699, 0.621, -0.795)
N (-0.046, 1.253, -1.797)
O (4.245, 1.291, 0.475)
O (3.587, -0.990, 1.020)
O (4.799, -0.514, -1.148)
S (3.904, -0.032, -0.052)
H (-0.554, 2.829, 1.102)
H (2.074, 1.939, 0.720)
H (-1.074, -0.432, 0.901)
H (-1.810, -0.940, -0.551)
H (0.980, -1.049, 0.395)
H (0.446, -1.805, -1.152)



Please write out number 2 again, unchanged.
Computed, not measured: 2 unconnected molecules or ions with the total composition C6H6NO3S, with the ωB97M-V functional and the def2-TZVPD basis.

Properties
HOMO (alpha / beta): -0.1869 / -0.1320 Eh
Net charge: -1
Electronic energy: -910.6755 Eh
Strongest force on any atom: 2.65 eV/A
Orbital gap (alpha / beta): 8.541 / 5.618 eV

Element x y z (Å)
C (-0.059, 2.027, 0.496)
C (1.158, 1.488, 0.349)
C (-0.769, 1.112, -0.594)
C (-1.024, -0.342, -0.144)
C (0.380, -0.880, -0.535)
C (0.699, 0.621, -0.795)
N (-0.046, 1.253, -1.797)
O (4.245, 1.291, 0.475)
O (3.587, -0.990, 1.020)
O (4.799, -0.514, -1.148)
S (3.904, -0.032, -0.052)
H (-0.554, 2.829, 1.102)
H (2.074, 1.939, 0.720)
H (-1.074, -0.432, 0.901)
H (-1.810, -0.940, -0.551)
H (0.980, -1.049, 0.395)
H (0.446, -1.805, -1.152)



Q: electronic energy of number 2 (C6H6NO3S)?
A: -910.6755 Eh